Record 1
{
  "formula": "C32H83N7O12",
  "method": "ωB97M-V with the def2-TZVPD basis set",
  "multiplicity": 1,
  "smiles": "COCCNCCOC.COCCNCCOC.COCCNCCOC.COCCNCCOC.COCCNCCOC.NC(N)=O.CO",
  "orbital_gap_ev": 8.933,
  "species": ["C", "O", "C", "C", "N", "C", "C", "O", "C", "H", "H", "H", "H", "H", "H", "H", "H", "H", "H", "H", "H", "H", "H", "H", "C", "O", "C", "C", "N", "C", "C", "O", "C", "H", "H", "H", "H", "H", "H", "H", "H", "H", "H", "H", "H", "H", "H", "H", "C", "O", "C", "C", "N", "C", "C", "O", "C", "H", "H", "H", "H", "H", "H", "H", "H", "H", "H", "H", "H", "H", "H", "H", "C", "O", "C", "C", "N", "C", "C", "O", "C", "H", "H", "H", "H", "H", "H", "H", "H", "H", "H", "H", "H", "H", "H", "H", "C", "O", "C", "C", "N", "C", "C", "O", "C", "H", "H", "H", "H", "H", "H", "H", "H", "H", "H", "H", "H", "H", "H", "H", "C", "O", "H", "H", "H", "H", "C", "O", "N", "N", "H", "H", "H", "H"],
  "xyz": [[-3.52553, 0.21070, -7.11711], [-3.79827, 0.49359, -5.75284], [-3.30327, 1.71219, -5.24766], [-2.87118, 1.55939, -3.78329], [-1.96139, 0.41460, -3.70898], [-1.68827, -0.19855, -2.38636], [-2.76957, -1.10629, -1.84778], [-2.75190, -2.33940, -2.54498], [-4.03576, -2.93273, -2.75669], [-2.46453, 0.29070, -7.25420], [-4.03962, 0.99420, -7.68029], [-3.84983, -0.81733, -7.44878], [-3.95175, 2.55283, -5.43404], [-2.37203, 1.99255, -5.73678], [-3.74744, 1.61692, -3.16616], [-2.27717, 2.44554, -3.64788], [-2.36895, -0.33732, -4.29778], [-1.42702, 0.58771, -1.66293], [-0.73812, -0.73616, -2.37475], [-3.72556, -0.61587, -2.00737], [-2.64275, -1.32096, -0.73800], [-4.36939, -3.61948, -1.92472], [-3.98580, -3.52646, -3.65733], [-4.78479, -2.16618, -2.95252], [1.75097, 1.83487, -0.91736], [2.13972, 1.02313, -2.03523], [3.50858, 0.85267, -2.10754], [3.97620, 0.33345, -3.46801], [3.87998, 1.32173, -4.50250], [2.50599, 1.60597, -4.98521], [1.72930, 0.31248, -5.38350], [2.63671, -0.47669, -6.18814], [2.07558, -1.77619, -6.46719], [0.69255, 1.88130, -0.85994], [2.11539, 2.88153, -1.06841], [2.13933, 1.42660, 0.03162], [3.75129, 0.08558, -1.36560], [3.96427, 1.74391, -1.68260], [3.42320, -0.58339, -3.57990], [4.98377, 0.06107, -3.34792], [4.45173, 0.93957, -5.24801], [2.70608, 2.21447, -5.85374], [1.94832, 2.10317, -4.21403], [0.88665, 0.54779, -6.01665], [1.28195, -0.23505, -4.51396], [2.75081, -2.21562, -7.14887], [1.02565, -1.64004, -6.91832], [1.87215, -2.41338, -5.60308], [-1.82030, -0.89223, 7.81149], [-1.33745, -0.11798, 6.74792], [-0.65064, -0.92181, 5.83916], [-0.13856, 0.08362, 4.75276], [1.10306, 0.61856, 5.36350], [1.74168, 1.71332, 4.65616], [1.05427, 3.05180, 4.59395], [0.19930, 3.12585, 3.43508], [0.87007, 3.59311, 2.27994], [-1.02088, -1.47140, 8.21321], [-2.67062, -1.53718, 7.54513], [-2.20700, -0.14903, 8.58690], [-1.29346, -1.66611, 5.31184], [0.18045, -1.49636, 6.30782], [-0.87145, 0.87271, 4.52221], [0.01814, -0.49862, 3.89240], [0.86260, 0.84812, 6.31677], [1.96065, 1.45372, 3.59543], [2.73194, 1.89501, 5.04116], [1.83326, 3.82265, 4.54989], [0.38194, 3.33966, 5.39572], [1.76173, 3.04850, 2.00789], [1.27962, 4.61147, 2.36278], [0.19341, 3.58629, 1.42779], [0.90814, -3.04056, -2.95259], [1.13454, -3.55403, -1.64534], [-0.04300, -4.07403, -1.09524], [0.31320, -4.85303, 0.11957], [0.92984, -3.93168, 1.15618], [1.55445, -4.59197, 2.22782], [1.98246, -3.69771, 3.33174], [2.92800, -2.79296, 2.82317], [3.40333, -1.93144, 3.89854], [1.75563, -2.48381, -3.33117], [0.04017, -2.38043, -2.94777], [0.68146, -3.87225, -3.67471], [-0.51833, -4.71894, -1.82053], [-0.70545, -3.27908, -0.81542], [0.94952, -5.76974, -0.00972], [-0.58563, -5.38355, 0.61915], [1.56485, -3.35714, 0.62721], [2.40902, -5.21529, 1.94722], [0.78874, -5.26517, 2.63126], [2.42152, -4.26013, 4.17154], [1.13255, -3.08753, 3.70116], [4.33826, -1.44532, 3.55076], [3.59745, -2.54638, 4.78652], [2.67736, -1.12236, 4.05037], [-4.12316, -0.65685, 3.27222], [-3.93271, -0.11312, 2.00692], [-3.63322, 1.24449, 2.02276], [-2.61275, 1.43884, 0.88282], [-2.17091, 2.82926, 0.64571], [-3.10306, 3.68805, -0.14073], [-2.56226, 5.06783, 0.06936], [-2.72019, 5.26802, 1.44772], [-2.01237, 6.39230, 1.89569], [-3.28028, -0.57746, 3.96575], [-4.39287, -1.70696, 3.12565], [-4.92459, -0.13758, 3.88080], [-3.10290, 1.46809, 2.98570], [-4.47797, 1.97169, 2.00773], [-3.05114, 1.03505, -0.01700], [-1.79784, 0.82198, 1.23194], [-2.07025, 3.21007, 1.57542], [-4.14733, 3.71538, 0.10373], [-3.08145, 3.43147, -1.23096], [-3.12898, 5.82474, -0.50670], [-1.52872, 5.18010, -0.40526], [-0.94239, 6.13145, 1.93884], [-2.37347, 6.63985, 2.93622], [-2.19893, 7.30082, 1.31252], [0.52503, -0.61791, 1.04228], [-0.05021, -1.50299, 1.96783], [1.57742, -0.83054, 0.91655], [0.07674, -0.69924, 0.02217], [0.49770, 0.40446, 1.44715], [0.11249, -2.42912, 1.66877], [5.01140, -1.05246, 0.76247], [4.39655, -0.19418, 1.34196], [4.39312, -2.25948, 0.51060], [6.25671, -0.72191, 0.27912], [3.64518, -2.51369, 1.17077], [4.79783, -2.96190, -0.09687], [6.70668, 0.08435, 0.73541], [6.85693, -1.41515, -0.10839]],
  "lowdin_charge": [-0.091, -0.213, -0.231, -0.208, -0.027, -0.197, -0.229, -0.207, -0.093, 0.069, 0.086, 0.106, 0.117, 0.112, 0.103, 0.105, 0.111, 0.103, 0.083, 0.107, 0.139, 0.101, 0.074, 0.080, -0.089, -0.201, -0.239, -0.210, -0.050, -0.154, -0.201, -0.208, -0.090, 0.058, 0.105, 0.076, 0.102, 0.122, 0.099, 0.105, 0.099, 0.109, 0.099, 0.101, 0.113, 0.067, 0.107, 0.059, -0.123, -0.197, -0.244, -0.160, -0.054, -0.214, -0.196, -0.202, -0.130, 0.069, 0.088, 0.111, 0.122, 0.127, 0.116, 0.059, 0.100, 0.124, 0.106, 0.115, 0.124, 0.070, 0.085, 0.066, -0.087, -0.178, -0.245, -0.153, -0.067, -0.240, -0.239, -0.243, -0.039, 0.064, 0.061, 0.107, 0.125, 0.112, 0.125, 0.145, 0.094, 0.129, 0.133, 0.129, 0.128, 0.085, 0.089, 0.079, -0.125, -0.180, -0.232, -0.177, -0.027, -0.197, -0.274, -0.198, -0.111, 0.071, 0.091, 0.104, 0.124, 0.131, 0.095, 0.096, 0.081, 0.106, 0.117, 0.123, 0.145, 0.083, 0.105, 0.085, -0.163, -0.160, 0.061, 0.083, 0.072, 0.033, -0.701, 0.010, 0.167, 0.147, 0.066, 0.098, 0.119, 0.076]
}


Record 2
{
  "formula": "CH3ClINO",
  "method": "ωB97M-V with the def2-TZVPD basis set",
  "multiplicity": 1,
  "orbital_gap_ev": [9.648, 6.191],
  "species": ["C", "N", "O", "Cl", "I", "H", "H", "H"],
  "xyz": [[-0.07426, -0.24480, 0.15088], [-2.42356, -0.50984, -0.00856], [-1.19170, -1.06783, -0.07538], [-3.58585, -1.73721, -0.24152], [-1.91150, 1.62362, -2.65692], [-0.26564, 0.15003, 1.09525], [0.21784, 0.67806, -0.41316], [0.73208, -1.00345, -0.06217]],
  "lowdin_charge": [-0.119, -0.452, -0.325, 0.573, 0.081, 0.061, 0.059, 0.121]
}


Record 3
{
  "formula": "C17H42ClHfIOP3",
  "method": "ωB97M-V with the def2-TZVPD basis set",
  "multiplicity": 1,
  "charge": 3,
  "orbital_gap_ev": 6.844,
  "species": ["C", "C", "H", "H", "H", "O", "I", "Hf", "P", "C", "C", "H", "H", "H", "H", "H", "H", "C", "H", "H", "H", "P", "C", "C", "H", "H", "H", "C", "H", "H", "H", "H", "H", "H", "Cl", "C", "C", "C", "P", "C", "C", "C", "C", "C", "C", "H", "H", "H", "H", "H", "H", "H", "H", "H", "H", "H", "H", "H", "H", "H", "H", "H", "H", "H", "H", "H"],
  "xyz": [[3.27143, -5.04045, -2.68881], [2.82608, -4.05753, -1.62471], [4.01994, -5.70425, -2.22414], [3.72754, -4.54687, -3.55609], [2.44836, -5.65210, -3.07930], [3.22299, -3.96772, -0.48553], [1.20940, -2.47217, -2.09834], [-0.02052, 0.12460, -0.30129], [-1.58443, -1.63137, 0.60629], [-2.06278, -1.66964, 2.35878], [-3.20865, -1.70791, -0.27827], [-3.65798, -2.65970, 0.03928], [-2.09674, -3.98439, 0.41217], [-3.02899, -1.71694, -1.36261], [-0.82391, -3.48563, -0.76779], [-2.34322, -0.66587, 2.71364], [-3.86091, -0.86445, -0.01270], [-1.18012, -3.38726, 0.27465], [-2.90880, -2.36242, 2.47822], [-0.37844, -3.71633, 0.95193], [-1.20134, -2.02482, 2.94388], [2.08333, 1.41627, -0.80659], [3.04302, 2.26406, 0.48945], [3.25572, 0.39557, -1.74400], [1.16261, 2.25859, -2.90390], [2.68660, 3.10813, -2.44882], [1.11921, 3.52772, -1.65132], [1.72707, 2.71651, -2.07702], [2.70562, -0.19394, -2.50107], [4.00972, 1.01550, -2.25163], [3.83331, 2.89927, 0.05903], [3.50344, 1.50387, 1.13373], [3.74808, -0.32035, -1.06802], [2.38417, 2.87617, 1.11955], [-0.86951, 0.05660, -2.48599], [0.76081, 2.05972, 3.28410], [-0.69521, 2.32075, 2.80226], [-1.24506, 3.49013, 3.63531], [-1.00386, 2.28732, 0.96397], [-2.80459, 1.85585, 0.70086], [-3.71556, 2.29190, 1.85586], [-3.31247, 2.32584, -0.67324], [-0.93133, 4.11224, 0.60031], [-2.12559, 4.98773, 1.06867], [0.34270, 4.84781, 1.04116], [1.42585, 2.92488, 3.13555], [1.26006, 1.16414, 2.85878], [0.68681, 1.90816, 4.37747], [-1.28236, 1.42355, 3.05415], [-0.73387, 4.44411, 3.45705], [-2.33028, 3.63366, 3.55759], [-1.04978, 3.21734, 4.68658], [-2.87074, 0.75757, 0.66039], [-3.81725, 3.37895, 1.92614], [-4.71875, 1.89391, 1.66645], [-3.39748, 1.91151, 2.83197], [-2.66341, 2.01974, -1.49953], [-4.28591, 1.86146, -0.84771], [-3.44465, 3.40749, -0.72836], [-0.95785, 4.12634, -0.50437], [-2.21261, 5.03500, 2.16471], [-1.90658, 6.01839, 0.74718], [-3.10558, 4.73936, 0.64892], [1.25652, 4.53822, 0.52796], [0.19687, 5.91701, 0.79606], [0.51499, 4.79379, 2.12548]],
  "lowdin_charge": [-0.028, -0.589, 0.121, 0.108, 0.107, 0.054, 0.922, 0.907, 0.635, -0.223, -0.217, 0.074, 0.077, 0.050, -0.057, 0.037, 0.053, -0.288, 0.086, 0.069, 0.071, 0.639, -0.228, -0.299, 0.043, 0.084, 0.039, -0.211, -0.036, 0.082, 0.089, 0.068, 0.061, 0.007, 0.125, -0.098, -0.521, -0.086, 0.966, -0.550, -0.075, -0.090, -0.494, -0.076, -0.089, 0.079, 0.065, 0.103, 0.078, 0.081, 0.072, 0.112, 0.025, 0.075, 0.109, 0.078, 0.036, 0.104, 0.080, 0.101, 0.071, 0.109, 0.068, 0.055, 0.111, 0.071]
}


Record 4
{
  "formula": "C3H9NO",
  "method": "ωB97M-V with the def2-TZVPD basis set",
  "multiplicity": 1,
  "smiles": "C=NCC.O",
  "orbital_gap_ev": 9.950,
  "species": ["C", "C", "C", "N", "H", "H", "H", "H", "H", "H", "H", "H", "H", "O"],
  "xyz": [[-1.32139, -0.87237, 1.69399], [-0.03874, -0.45837, 0.93580], [-0.72224, -0.56381, -1.31533], [0.14144, -0.85501, -0.45124], [-2.21530, -0.37445, 1.32993], [-1.37327, -1.95133, 1.57839], [-1.20451, -0.50185, 2.71109], [0.83104, -0.84969, 1.45764], [0.08064, 0.62969, 0.95285], [-1.68099, -0.19662, -0.90421], [-0.71067, -0.74818, -2.37871], [2.24473, 2.86892, -1.75528], [3.46628, 1.94009, -1.97373], [2.50299, 1.93298, -1.88120]],
  "lowdin_charge": [-0.095, -0.306, -0.068, -0.048, 0.052, 0.072, 0.067, 0.092, 0.107, 0.069, 0.062, 0.042, 0.032, -0.079]
}


In eV, the energy above the lowest of the compared OMol25 structures with the same formula, charge and spin values for the records above are, in order, 0.5060, 0.9368, 0.9000, 1.8258.
In Ha, the electronic energy values for the records above are, in order, -2554.9215, -927.6084, -2577.1740, -249.6466.
In hartree/bohr, the max |F| values for the records above are, in order, 0.068, 0.051, 0.097, 0.048.